{"formula": "C4H6O", "method": "ωB97M-V with the def2-TZVPD basis set", "de_lowest_kj_mol": 169.27, "e_tot_ha": -231.1592, "elements": ["C", "C", "C", "O", "C", "H", "H", "H", "H", "H", "H"], "xyz": [[0.23561, 0.94357, -0.81447], [0.65081, -0.34902, -0.14579], [0.02988, -0.40134, 1.24570], [-1.29710, -0.19714, 0.69814], [-0.74610, -0.15749, -0.61658], [0.64870, 1.08956, -1.80963], [0.07083, 1.84658, -0.22958], [1.23878, -1.12415, -0.60144], [0.27735, 0.39504, 1.96251], [0.14144, -1.37427, 1.73681], [-1.25020, -0.67134, -1.42568]], "forces_ev_per_angstrom": [[0.007, 0.049, -0.006], [-0.120, -0.023, 0.188], [0.189, -0.071, 0.172], [-0.205, 0.224, 0.037], [-0.339, -0.214, -0.470], [-0.297, -0.020, 0.111], [0.319, -0.164, 0.009], [0.713, 0.240, 0.152], [0.130, -0.171, -0.259], [-0.247, 0.087, -0.104], [-0.150, 0.063, 0.171]]}

---

{"formula": "C45H71GaN2O3P2Si", "method": "ωB97M-V with the def2-TZVPD basis set", "e_tot_ha": -4989.1600, "charge": 2, "elements": ["Ga", "C", "Si", "C", "C", "C", "C", "C", "C", "P", "C", "C", "C", "C", "C", "C", "C", "C", "C", "C", "C", "C", "C", "C", "C", "C", "C", "C", "P", "C", "C", "C", "C", "C", "C", "C", "C", "C", "C", "C", "C", "H", "H", "H", "H", "H", "H", "H", "H", "H", "H", "H", "H", "H", "H", "H", "H", "H", "H", "H", "H", "H", "H", "H", "H", "H", "H", "H", "H", "H", "H", "H", "H", "H", "H", "H", "H", "H", "H", "H", "H", "H", "H", "H", "H", "H", "H", "H", "H", "H", "H", "H", "H", "H", "H", "H", "C", "N", "C", "C", "O", "C", "O", "C", "C", "O", "N", "C", "C", "H", "H", "H", "H", "H", "H", "H", "H", "H", "H", "H", "H", "H", "H", "H", "H"], "xyz": [[1.14475, 0.34520, 0.59786], [4.04363, -1.56062, 0.00200], [2.33991, -1.24504, -0.74774], [2.32467, -0.68332, -2.53529], [3.43040, -0.95133, -3.34276], [3.38538, -0.71860, -4.70910], [2.22536, -0.21709, -5.27864], [1.13336, 0.09455, -4.47990], [1.16968, -0.11453, -3.10409], [-0.17124, 0.43868, -1.96451], [-0.04597, 2.30452, -2.10129], [-1.24425, 2.93046, -1.34052], [-2.23872, 3.57353, -2.30063], [-1.57841, 4.74441, -3.04284], [-0.09564, 4.46336, -3.34825], [0.16634, 2.96239, -3.47043], [-1.79857, -0.09454, -2.69384], [-2.23301, 0.21120, -4.12750], [-3.74775, -0.05053, -4.23865], [-4.19656, -1.22646, -3.35338], [-3.06885, -2.24473, -3.21192], [-1.86533, -1.62135, -2.48308], [1.19878, -2.74017, -0.60458], [1.45384, -3.75147, -1.53354], [0.63894, -4.86530, -1.64089], [-0.49490, -4.95255, -0.84922], [-0.76573, -3.96290, 0.08155], [0.08517, -2.86702, 0.24659], [-0.17540, -1.68696, 1.62364], [-0.17369, -2.68677, 3.20028], [-0.94143, -4.00893, 3.24485], [-0.89101, -4.57492, 4.66851], [0.55416, -4.81475, 5.10048], [1.35377, -3.51614, 5.01938], [1.28904, -2.92859, 3.60879], [-1.85628, -0.90911, 1.41441], [-3.11821, -1.76571, 1.37018], [-4.31861, -0.89283, 0.95324], [-4.21541, 0.54783, 1.48058], [-3.42101, 0.58316, 2.78168], [-1.96658, 0.16247, 2.52927], [4.47806, -2.48755, -0.37673], [4.73481, -0.74466, -0.21999], [3.93975, -1.65598, 1.08480], [4.32745, -1.37520, -2.90402], [4.24432, -0.94681, -5.32628], [2.17062, -0.05970, -6.34786], [0.25079, 0.50609, -4.94494], [0.86899, 2.49487, -1.52037], [-1.74188, 2.17454, -0.72213], [-0.88647, 3.70266, -0.65351], [-2.58765, 2.82676, -3.01689], [-3.11785, 3.92572, -1.75924], [-2.12159, 4.92721, -3.97078], [-1.65691, 5.65579, -2.44582], [0.19229, 4.97218, -4.26820], [0.53835, 4.86669, -2.54927], [-0.49933, 2.54880, -4.22816], [1.18799, 2.78687, -3.80708], [-2.52367, 0.38416, -2.02164], [-2.02614, 1.24010, -4.42117], [-1.69766, -0.45105, -4.81043], [-4.29957, 0.84881, -3.95551], [-3.99142, -0.25768, -5.28183], [-4.48035, -0.86519, -2.36018], [-5.08147, -1.69739, -3.78066], [-3.41561, -3.12413, -2.66724], [-2.76937, -2.58084, -4.20729], [-1.91446, -1.83313, -1.41399], [-0.94115, -2.07220, -2.85905], [2.31453, -3.66513, -2.19007], [0.87792, -5.64854, -2.34800], [-1.16456, -5.79739, -0.94482], [-1.65901, -4.04927, 0.67924], [-0.61998, -2.00884, 3.93587], [-1.98165, -3.87749, 2.94490], [-0.47230, -4.72886, 2.57270], [-1.37238, -3.87638, 5.35989], [-1.45562, -5.50761, 4.70212], [0.58234, -5.20862, 6.11692], [1.00698, -5.56225, 4.44212], [0.93711, -2.79293, 5.72743], [2.39241, -3.69437, 5.30345], [1.85099, -1.98990, 3.56477], [1.74691, -3.62766, 2.90011], [-1.76483, -0.40737, 0.44053], [-3.01603, -2.57787, 0.65115], [-3.29896, -2.20389, 2.35409], [-4.39542, -0.87568, -0.13665], [-5.23010, -1.35774, 1.33083], [-3.71999, 1.18986, 0.74327], [-5.21515, 0.95232, 1.63772], [-3.44905, 1.58173, 3.22147], [-3.88376, -0.09216, 3.50471], [-1.36258, 1.02532, 2.24053], [-1.54902, -0.21538, 3.46570], [5.96077, 1.48028, 2.79935], [4.60275, 0.97351, 2.96006], [4.41721, 0.06327, 4.08827], [3.61572, 1.20568, 2.11482], [2.49222, 0.67413, 2.23320], [3.86608, 2.15492, 0.94294], [2.68286, 2.30610, 0.18700], [2.00282, 3.53428, 0.29326], [0.60616, 3.28112, 0.84712], [0.23260, 2.09861, 1.03614], [-0.18609, 4.29926, 1.09573], [-1.53035, 4.09807, 1.63665], [0.16260, 5.69635, 0.86918], [6.36397, 1.72381, 3.78000], [6.00066, 2.37470, 2.18448], [6.59806, 0.71525, 2.35132], [4.70195, 0.56972, 5.00962], [5.04711, -0.81870, 3.96388], [3.37799, -0.23899, 4.15204], [4.62327, 1.72472, 0.28418], [4.22236, 3.11841, 1.31065], [1.91206, 3.96268, -0.70902], [2.54048, 4.23835, 0.93071], [-1.69622, 3.04919, 1.85613], [-2.27363, 4.43071, 0.91124], [-1.64010, 4.68565, 2.54754], [1.11900, 5.80941, 0.36805], [0.18931, 6.22802, 1.82077], [-0.60595, 6.15839, 0.24947]], "forces_ev_per_angstrom": [[0.567, -0.450, 0.311], [-0.234, -0.062, -0.364], [0.005, 0.605, 0.628], [0.161, -0.170, 0.233], [-0.108, -0.075, 0.001], [0.011, 0.007, -0.046], [0.046, -0.022, -0.004], [-0.058, 0.062, -0.035], [-0.019, -0.104, 0.305], [-0.125, 0.561, -0.715], [-0.098, -0.333, 0.228], [-0.233, 0.033, -0.287], [0.121, 0.029, -0.043], [0.024, -0.098, 0.004], [-0.153, -0.066, -0.080], [0.058, 0.136, 0.055], [0.275, -0.095, 0.322], [-0.057, 0.106, 0.067], [0.003, -0.063, 0.036], [0.076, -0.033, -0.092], [-0.066, 0.106, 0.046], [-0.107, 0.015, -0.042], [0.116, 0.177, 0.022], [0.039, -0.002, -0.027], [0.007, 0.006, -0.044], [-0.048, 0.001, 0.006], [-0.045, 0.010, 0.013], [0.188, 0.014, 0.101], [-0.912, 0.328, -0.663], [0.527, 0.422, -0.172], [-0.162, 0.075, 0.095], [0.158, -0.074, -0.100], [-0.115, 0.174, 0.084], [0.024, -0.178, -0.118], [-0.024, 0.122, 0.205], [0.178, -0.150, 0.254], [-0.020, 0.093, -0.086], [0.066, 0.025, 0.038], [-0.028, -0.099, 0.123], [-0.013, 0.034, -0.167], [-0.121, -0.032, -0.058], [0.074, 0.001, 0.022], [0.024, -0.010, 0.000], [-0.006, -0.031, 0.009], [0.007, 0.002, -0.031], [-0.009, 0.017, -0.019], [-0.005, 0.010, 0.007], [-0.018, 0.042, -0.015], [-0.168, -0.133, -0.298], [-0.018, 0.046, 0.028], [-0.379, -0.299, -0.833], [-0.063, -0.001, 0.011], [-0.055, -0.053, -0.004], [0.020, 0.069, 0.009], [-0.060, 0.030, -0.021], [0.088, 0.030, 0.059], [0.031, 0.039, -0.019], [0.028, -0.015, 0.003], [-0.023, -0.078, -0.054], [-0.009, -0.004, 0.033], [0.049, -0.066, -0.060], [0.052, 0.048, -0.017], [0.012, 0.022, -0.034], [-0.017, 0.028, 0.003], [-0.038, -0.011, -0.028], [-0.033, 0.029, 0.044], [0.048, -0.046, -0.044], [-0.006, -0.053, 0.015], [0.003, -0.050, 0.028], [0.032, -0.050, 0.086], [-0.038, -0.016, -0.036], [-0.025, 0.006, -0.015], [-0.003, 0.012, 0.000], [0.038, -0.092, 0.094], [0.008, 0.041, -0.007], [0.019, -0.030, -0.088], [-0.037, -0.002, -0.095], [-0.029, -0.018, 0.009], [-0.032, 0.025, 0.016], [0.026, -0.050, -0.025], [0.017, -0.038, 0.041], [0.046, 0.026, 0.025], [0.006, 0.044, 0.012], [0.012, -0.037, -0.047], [0.026, 0.041, -0.040], [-0.014, 0.015, 0.052], [-0.030, -0.040, 0.088], [0.010, -0.042, -0.012], [-0.020, -0.050, 0.029], [-0.027, 0.003, -0.058], [-0.011, 0.024, -0.032], [0.019, 0.069, -0.073], [0.007, -0.023, 0.076], [-0.020, 0.027, 0.018], [-0.060, -0.070, 0.091], [0.059, 0.028, -0.001], [0.138, 0.009, -0.095], [-0.034, -0.035, 0.159], [-0.062, -0.105, 0.063], [0.027, 0.063, -0.138], [-0.399, -0.019, -0.039], [0.018, -0.184, 0.031], [0.023, 0.096, -0.105], [-0.015, 0.061, 0.065], [0.534, 0.118, 0.257], [0.041, -0.829, 0.015], [0.118, 0.081, 0.813], [-0.094, -0.058, 0.111], [0.095, 0.147, -0.004], [-0.040, 0.039, 0.004], [-0.037, -0.009, 0.018], [-0.020, 0.007, -0.003], [0.019, 0.021, -0.024], [0.004, 0.018, -0.031], [0.012, 0.012, -0.026], [0.044, 0.063, 0.035], [0.051, -0.007, -0.053], [0.046, 0.147, 0.108], [0.001, -0.002, 0.015], [0.034, 0.033, 0.000], [0.041, 0.041, -0.040], [0.038, 0.003, -0.010], [-0.025, -0.030, 0.010], [0.040, -0.033, -0.004], [-0.013, -0.054, -0.066]]}

---

{"formula": "C32H25AsN2NiO7Se", "method": "ωB97M-V with the def2-TZVPD basis set", "spin_multiplicity": 3, "de_lowest_kj_mol": 121.39, "e_tot_ha": -8016.1025, "charge": -2, "elements": ["Ni", "O", "C", "C", "C", "C", "C", "C", "C", "O", "N", "N", "C", "C", "C", "C", "C", "C", "C", "O", "H", "H", "H", "H", "H", "H", "H", "H", "H", "H", "C", "C", "C", "C", "C", "C", "As", "C", "C", "C", "C", "C", "C", "C", "C", "C", "C", "C", "C", "H", "H", "H", "H", "H", "H", "H", "H", "H", "H", "H", "H", "H", "H", "H", "O", "Se", "O", "O", "O"], "xyz": [[-0.57043, -0.87890, 0.02542], [2.64831, -2.74480, 2.47343], [2.08822, -3.97324, 2.58631], [2.66816, -4.95582, 3.38089], [2.14488, -6.23885, 3.41645], [1.02484, -6.54422, 2.66318], [0.42466, -5.56587, 1.89117], [0.93980, -4.27705, 1.83615], [0.27829, -3.23040, 1.02353], [0.37885, -2.02137, 1.35891], [-0.36186, -3.65511, -0.06231], [-0.72285, -2.64013, -0.86418], [-1.48415, -2.83916, -1.89544], [-1.68647, -1.88034, -2.93617], [-2.37388, -2.27632, -4.08577], [-2.52849, -1.44669, -5.17442], [-1.98621, -0.16417, -5.12802], [-1.33333, 0.27589, -4.00191], [-1.17241, -0.54082, -2.85110], [-0.57921, -0.08344, -1.81014], [3.30524, -2.61162, 3.16735], [3.54148, -4.70895, 3.97749], [2.62065, -6.99318, 4.03101], [0.61663, -7.54456, 2.68993], [-0.46373, -5.77406, 1.31693], [-1.95066, -3.81871, -2.02466], [-2.77460, -3.28136, -4.11765], [-3.04634, -1.79054, -6.06051], [-2.09197, 0.49803, -5.98334], [-0.92038, 1.27470, -3.96198], [1.36129, 5.10402, 3.36244], [2.31152, 4.50137, 2.55486], [1.99234, 3.36760, 1.82602], [0.71224, 2.82066, 1.86567], [-0.21372, 3.40086, 2.73057], [0.10406, 4.52908, 3.46530], [0.18090, 1.28263, 0.73222], [-1.32398, 2.22529, -0.09168], [-1.24726, 2.77948, -1.36389], [-2.36433, 3.32529, -1.97251], [-3.59000, 3.30812, -1.32770], [-3.67787, 2.76103, -0.05963], [-2.55452, 2.23793, 0.55525], [1.66799, 1.50665, -0.63982], [2.13986, 2.61358, -1.34062], [3.18069, 2.49557, -2.24991], [3.79923, 1.27428, -2.45795], [3.36826, 0.16669, -1.74589], [2.31935, 0.29282, -0.85466], [1.60044, 6.00912, 3.91041], [3.30753, 4.92305, 2.48839], [2.74716, 2.89989, 1.20375], [-1.17975, 2.92833, 2.83586], [-0.63505, 4.97161, 4.12235], [-0.31151, 2.73816, -1.90416], [-2.28056, 3.74440, -2.97023], [-4.47211, 3.70073, -1.82228], [-4.62740, 2.70900, 0.45490], [-2.66855, 1.78325, 1.52551], [1.69303, 3.58662, -1.16596], [3.51557, 3.36539, -2.80690], [4.61863, 1.18497, -3.16368], [3.84672, -0.79353, -1.89508], [1.97994, -0.57863, -0.29394], [-1.22593, 0.55188, 2.70212], [-2.35900, -0.56974, 2.33325], [-3.79916, 0.04916, 2.72072], [-2.37789, -0.84373, 0.69878], [-2.17120, -1.92178, 3.15758]], "forces_ev_per_angstrom": [[0.458, -0.770, -0.779], [0.221, 0.249, 0.125], [-0.185, -0.321, -0.093], [0.086, -0.051, 0.104], [0.056, 0.120, 0.021], [-0.011, -0.245, 0.072], [0.141, 0.147, 0.042], [0.144, 0.103, 0.307], [-0.713, 0.237, -1.101], [0.329, 0.382, 0.220], [0.261, -1.590, 0.470], [-0.797, 0.531, -0.865], [0.720, -0.647, 1.094], [-0.204, 0.840, -0.183], [0.087, -0.016, 0.082], [-0.142, -0.121, -0.288], [-0.006, 0.086, 0.023], [0.134, 0.086, 0.017], [-0.135, -0.377, -0.085], [0.061, 0.321, 0.041], [-0.116, -0.163, -0.086], [0.036, 0.015, -0.048], [-0.014, -0.017, 0.033], [-0.074, -0.070, -0.004], [-0.071, 0.019, -0.085], [0.239, -0.118, 0.010], [-0.043, -0.135, 0.005], [-0.053, -0.030, -0.015], [0.018, -0.016, 0.048], [0.026, 0.056, 0.068], [0.069, 0.033, 0.013], [0.105, 0.203, 0.089], [0.009, -0.389, -0.304], [0.198, -0.264, 0.416], [-0.204, -0.336, -0.106], [-0.048, 0.156, 0.047], [0.523, 1.485, -0.327], [-0.151, 0.249, -0.227], [0.251, -0.032, -0.030], [0.030, 0.114, -0.196], [-0.110, 0.078, -0.025], [-0.103, 0.144, -0.094], [0.072, -0.127, 0.154], [-0.131, -0.121, 0.240], [-0.241, 0.117, 0.165], [0.080, 0.248, -0.122], [0.101, -0.104, -0.048], [0.180, -0.032, -0.133], [-0.270, -0.174, 0.290], [0.010, -0.047, 0.029], [0.042, -0.021, -0.026], [-0.004, 0.100, 0.039], [-0.093, 0.015, 0.033], [-0.052, -0.042, -0.010], [-0.050, 0.029, -0.058], [0.005, -0.042, 0.002], [0.007, 0.010, 0.014], [-0.046, -0.027, 0.052], [-0.061, 0.104, 0.093], [-0.020, 0.017, -0.053], [-0.023, 0.010, 0.059], [-0.046, 0.024, -0.003], [-0.024, -0.033, 0.031], [0.146, 0.018, -0.108], [0.910, 0.693, -0.218], [-1.813, -0.035, 1.675], [-0.788, 0.689, -0.200], [0.372, 0.085, -0.669], [0.718, -1.300, 0.365]]}

---

{"formula": "H10NaO5", "method": "ωB97M-V with the def2-TZVPD basis set", "de_lowest_kj_mol": 26.61, "e_tot_ha": -544.3619, "charge": 1, "elements": ["Na", "O", "H", "H", "O", "H", "H", "O", "H", "H", "O", "H", "H", "O", "H", "H"], "xyz": [[-1.34694, -16.07708, 11.33939], [-1.43426, -18.50764, 11.17295], [-2.03292, -19.02312, 10.61777], [-1.44635, -18.95155, 12.03149], [-0.10157, -16.70738, 9.24478], [-0.59213, -16.87163, 8.42997], [0.81440, -16.91465, 9.02642], [1.02161, -14.99819, 11.61415], [0.88082, -14.07436, 11.85909], [1.75342, -14.97201, 10.98734], [-2.55050, -14.58528, 9.48350], [-2.16610, -14.37837, 8.62338], [-3.29035, -13.97292, 9.58234], [-2.23700, -16.49539, 13.60383], [-2.22597, -16.38026, 14.56193], [-2.78505, -17.27700, 13.45586]], "forces_ev_per_angstrom": [[0.404, 0.003, -0.292], [-0.351, 0.097, 0.372], [0.137, 0.020, 0.010], [0.117, -0.082, -0.184], [-0.132, 0.160, -0.223], [0.101, -0.030, 0.084], [-0.094, -0.038, 0.083], [-0.371, 0.180, 0.025], [0.160, -0.103, 0.036], [-0.067, -0.052, 0.045], [0.038, -0.060, 0.184], [-0.002, -0.001, 0.122], [0.074, -0.095, -0.028], [-0.058, -0.260, -0.258], [0.073, 0.112, -0.121], [-0.029, 0.151, 0.144]]}